89
Properties=species:S:1:pos:R:3:lowdin_spin:R:1 method="wB97M-V/def2-TZVPD" gap_ev="6.533 / 6.392" multiplicity=2 e_above_lowest_kj_mol=484.4 e_homo_ev="-7.4293 / -7.3813" mol_weight_g_mol=853.575
Te 0.33676 2.42439 -1.22424 -0.001
Ru -0.36560 -0.92389 -0.93923 0.796
Si -0.87409 5.69619 -0.73163 0.000
Si 3.52210 2.21597 -0.91307 0.000
F -1.47776 2.82296 -0.46619 -0.003
F 1.16391 0.61606 1.04962 0.030
O -1.36632 0.50020 -2.04206 0.000
O -1.77555 -2.43267 0.03280 -0.015
N -3.39904 -1.06175 4.51119 0.000
N -1.17687 -2.13820 -2.39688 0.050
N -1.37729 -1.91273 3.56753 0.000
N -0.96131 -3.42826 -1.88558 0.059
N 0.92852 -2.05828 0.24221 0.006
C -1.98366 -1.97338 -3.39465 0.003
C 5.03619 2.28922 0.17134 0.000
C -2.67474 -1.59671 3.52746 0.000
C 3.25324 0.42223 -1.40534 0.001
C -1.36711 -3.45837 -0.63799 0.015
C -1.23162 -4.79308 1.45038 0.002
C -0.01035 0.75029 0.24087 0.025
C -0.35784 7.41975 -1.25873 0.000
C 1.59142 -2.49583 3.94137 0.000
C 2.65691 -3.37818 1.90225 0.007
C 2.05514 3.05640 -0.08807 -0.002
C -2.46674 1.81341 -3.64879 0.000
C -0.38545 5.46642 1.05146 0.000
C -2.58228 -3.18596 -4.04539 0.002
C -1.25655 -4.77413 0.06154 0.000
C -1.16598 -5.97093 -0.64716 0.002
C -1.10146 -5.99769 2.13092 0.000
C 0.70782 -2.04002 4.82131 -0.001
C 1.62474 -2.63931 2.45289 0.000
C -2.34202 -0.67600 -3.84423 -0.002
C -1.00900 -7.18819 1.42436 0.002
C -1.38423 -1.10970 5.78526 0.000
C -0.73231 -1.66187 4.69868 0.000
C 0.02973 4.49369 -1.84473 0.003
C -2.73385 -0.82253 5.63737 0.000
C 3.83630 3.17156 -2.48949 0.000
C -2.71032 5.58473 -0.98334 0.000
C 2.80168 -3.47649 0.52501 -0.001
C -2.03820 0.46068 -3.14863 0.001
C 1.92080 -2.79111 -0.27392 0.007
C 0.77264 -1.99456 1.57068 0.010
C -1.04478 -7.17268 0.03301 0.000
H -3.44232 1.76079 -4.13094 0.000
H -1.74466 2.17701 -4.38552 0.000
H 1.05754 4.81635 -2.05435 0.000
H 5.91375 1.89483 -0.35402 0.000
H -3.22309 6.39837 -0.45915 0.000
H -0.86130 -0.90753 6.71115 0.000
H 2.94500 3.17636 -3.12450 0.000
H 1.07462 -1.98612 5.84191 0.000
H -2.95763 -0.59377 -4.72848 0.000
H -3.30238 -0.38523 6.45152 0.000
H -2.51016 2.51810 -2.81792 0.000
H -1.81456 -3.93201 -4.24566 0.000
H 0.71577 7.58536 -1.11556 0.000
H -0.43409 4.41188 1.33124 0.000
H -1.08062 -6.00508 3.21438 0.000
H 2.25461 0.04160 -1.18810 0.001
H -0.05355 -1.40788 1.92141 0.001
H -1.06120 6.01955 1.71185 0.000
H 4.64661 2.71284 -3.06463 0.000
H -0.82205 1.03511 0.90662 0.000
H -0.58742 7.58607 -2.31704 0.000
H -1.18378 -5.94273 -1.72820 0.001
H 0.62976 5.83400 1.23084 0.000
H 3.59117 -4.06478 0.07938 0.000
H -2.94578 5.67806 -2.04926 0.000
H 1.97197 -2.82827 -1.35288 0.000
H 5.25293 3.32191 0.46196 0.000
H 3.95807 -0.22643 -0.87580 0.000
H -3.30292 -3.64408 -3.36469 0.001
H -0.97803 -8.10138 -0.52090 0.000
H -0.91734 -8.12907 1.95333 0.000
H -3.10060 4.63132 -0.62345 0.000
H 4.89610 1.70057 1.08375 0.000
H -0.89357 8.18225 -0.67930 0.000
H 3.35947 -3.88091 2.55840 0.000
H 3.42053 0.31515 -2.48004 0.000
H 4.11196 4.21194 -2.28815 0.000
H -3.09141 -2.91235 -4.96728 0.000
H 1.92757 2.76029 0.95128 0.000
H -0.49132 4.42078 -2.80658 0.000
H -3.18068 -1.79729 2.58820 0.000
H 2.53961 -2.77961 4.39061 0.000
H 2.14535 4.13903 -0.17533 0.000
H -1.31746 -3.85670 1.98973 0.000


5
Properties=species:S:1:pos:R:3:nbo_charge:R:1 method="wB97M-V/def2-TZVPD" gap_ev="5.712 / 5.715" e_above_lowest_kj_mol=199.0 e_homo_ev="-8.8666 / -8.8663" mol_weight_g_mol=180.932
I 3.15159 -0.27587 -1.47819 -0.458
O 0.52510 1.80033 0.06226 -0.268
N -0.53503 -1.65486 -0.11503 -0.034
C 0.41530 0.65365 0.02226 0.733
C -0.04589 -0.60013 -0.05153 0.027


7
Properties=species:S:1:pos:R:3:nbo_charge:R:1 method="wB97M-V/def2-TZVPD" smiles=N#CC#[N+][O-].Cl gap_ev="9.911 / 9.910" e_above_lowest_kj_mol=375.4 e_homo_ev="-10.1217 / -10.1210" mol_weight_g_mol=104.496
Cl 1.10727 1.27526 -0.98434 -0.202
O 0.65537 -2.28244 -0.02163 -0.340
N 0.01917 -1.31072 0.20634 0.261
N -2.01866 1.52859 0.97860 -0.222
C -0.33096 -0.17970 0.33073 0.061
C -1.23879 0.72044 0.70895 0.171
H 1.80659 0.24857 -1.21865 0.270


59
Properties=species:S:1:pos:R:3:nbo_charge:R:1 method="wB97M-V/def2-TZVPD" gap_ev=7.207 e_above_lowest_kj_mol=0.0 e_homo_ev=-7.3244 mol_weight_g_mol=513.088
Hg 0.85047 -0.46223 -0.19203 1.564
O 2.42911 0.77595 -1.24044 -0.795
O 0.58872 -1.81705 1.46417 -0.824
N 1.58605 1.78056 -0.63190 -0.307
N -0.53062 -2.18648 0.61385 -0.295
C -0.41615 -3.51394 0.01164 0.106
C 2.12489 2.40942 0.60091 0.107
C 0.74979 2.49263 -1.60123 0.099
C -2.91584 -3.34213 -0.40467 -0.415
C -1.75866 -0.07162 1.11168 -0.634
C -0.33218 -4.66557 1.03069 -0.637
C 2.48735 1.33454 1.64053 -0.614
C -2.26560 -2.13958 2.41745 -0.641
C 0.98595 3.20879 1.23031 -0.415
C -1.57640 -3.78518 -0.96149 -0.396
C -2.86857 -1.88826 -0.03874 -0.403
C 1.63276 3.45458 -2.40676 -0.638
C 3.33488 3.28365 0.30272 -0.647
C -1.81901 -1.60527 1.04823 0.119
C -0.37238 3.28223 -0.91190 -0.404
C 0.85857 -3.55143 -0.83503 -0.619
C 0.00921 1.54932 -2.55134 -0.583
C 0.15286 4.06121 0.29698 -0.387
H -1.32656 -4.89328 1.42439 0.203
H 0.28909 2.57964 1.79660 0.204
H 2.44004 2.89532 -2.87831 0.232
H 0.81615 -2.83675 -1.66519 0.198
H -0.21880 0.56823 -2.11595 0.171
H -3.06929 -1.54319 2.84855 0.210
H -1.33950 -3.24680 -1.88611 0.200
H -2.72861 0.31187 1.42365 0.230
H 1.74503 -3.40052 -0.21978 0.234
H -0.89119 0.33340 1.63202 0.223
H 1.04449 3.91832 -3.20702 0.203
H -1.73163 -4.81725 -1.28232 0.223
H -2.52005 -1.37321 -0.94805 0.196
H 0.96031 -4.51527 -1.33957 0.219
H 3.97597 3.40075 1.18760 0.209
H -3.25226 -3.97031 0.42978 0.201
H -1.65032 0.32930 0.08899 0.193
H 3.21112 0.64980 1.19244 0.233
H 1.34332 3.87232 2.02677 0.218
H -0.10234 -5.60919 0.53180 0.212
H -0.93754 1.96516 -2.89215 0.215
H 1.98766 4.29453 -1.81514 0.210
H 2.88582 1.83165 2.51999 0.223
H -2.61732 -3.16608 2.31492 0.205
H 0.61548 1.29647 -3.42397 0.225
H -3.79876 -1.34544 0.14108 0.221
H 0.39566 -4.41811 1.80019 0.236
H -1.12007 2.61850 -0.46362 0.198
H 0.62919 4.99303 -0.03111 0.194
H 1.60753 0.71909 1.83948 0.194
H -0.69968 4.47101 0.85074 0.208
H 3.12635 4.33454 0.09657 0.209
H 4.00386 2.83102 -0.42892 0.237
H -1.41762 -2.13702 3.10292 0.237
H -0.85922 4.02371 -1.54389 0.218
H -3.73157 -3.56939 -1.10097 0.217


11
Properties=species:S:1:pos:R:3:nbo_charge:R:1 method="wB97M-V/def2-TZVPD" smiles="CCOC=O" gap_ev=11.749 e_above_lowest_kj_mol=44.8 e_homo_ev=-10.7434 mol_weight_g_mol=74.079
O 0.85997 0.51455 -0.06453 -0.507
O 2.09549 -1.33665 -0.42009 -0.585
C 2.00287 -0.14291 -0.29932 0.646
C -1.51488 0.52318 0.25315 -0.626
C -0.29789 -0.34438 0.02599 -0.082
H -2.40722 -0.10825 0.32391 0.218
H -1.41943 1.09378 1.18125 0.215
H 2.85015 0.55504 -0.36937 0.124
H -1.65239 1.22417 -0.57518 0.215
H -0.14260 -1.05518 0.84388 0.191
H -0.37406 -0.92335 -0.89970 0.192


66
Properties=species:S:1:pos:R:3:lowdin_spin:R:1 method="wB97M-V/def2-TZVPD" gap_ev="8.305 / 9.190" multiplicity=6 e_above_lowest_kj_mol=0.0 e_homo_ev="-7.9411 / -8.8268" mol_weight_g_mol=633.731
Mn 12.00986 8.67583 8.15620 4.692
S 13.85778 10.29024 5.83466 0.009
S 15.45593 6.72190 8.61156 0.001
S 11.44478 6.50892 6.62320 0.007
S 13.26449 8.32003 11.04672 0.006
S 9.98655 4.91005 11.17545 0.000
S 8.66391 9.91388 7.61543 0.006
O 12.91849 10.29527 7.08196 0.039
O 14.59399 7.87594 8.45740 0.016
O 12.41236 9.31419 10.18391 0.046
O 8.24487 11.25726 7.23189 0.004
O 12.21489 7.81646 6.14999 0.054
O 16.54273 6.78971 9.52447 0.001
O 10.76061 6.08303 11.77645 0.000
O 11.49544 6.70050 8.13322 0.060
O 16.11995 6.38718 7.23252 0.000
O 10.07894 6.56515 6.16504 0.003
O 7.97555 9.44071 8.93631 0.001
O 12.22939 5.34146 6.29141 0.006
O 10.08598 9.64842 7.73676 0.036
C 12.35542 8.42670 12.59514 0.002
C 8.00501 8.68745 6.53170 0.001
C 11.11638 4.14128 10.10329 0.000
C 14.60864 9.39426 11.43614 0.001
C 15.31384 6.44671 6.04735 0.000
C 8.42435 10.09467 10.23781 0.000
C 14.31700 5.34206 8.97008 0.000
C 8.95308 5.70925 9.90542 0.000
C 14.24017 12.15310 5.71242 0.004
C 12.73960 10.11659 4.46653 0.001
C 16.21980 7.00554 4.95441 0.000
C 8.27409 9.06806 11.25404 0.000
H 14.87652 12.41190 4.89405 0.001
H 11.48103 4.83539 9.31640 0.000
H 13.29307 12.69633 5.58695 0.000
H 6.91472 8.65229 6.43388 0.000
H 12.00379 3.85753 10.64980 0.000
H 15.38271 8.98304 12.14752 0.000
H 17.09194 6.32642 4.84444 0.000
H 9.45203 10.45895 10.14298 0.000
H 14.63182 12.45280 6.65840 0.000
H 8.35586 9.54922 12.25689 0.000
H 8.17968 6.34608 10.29231 0.000
H 14.95211 5.43406 5.89475 0.000
H 7.72891 10.97652 10.30026 0.000
H 8.40370 8.72666 5.57294 0.000
H 15.65101 6.90634 4.03333 0.000
H 9.05910 8.26168 11.25097 0.000
H 12.62342 7.64581 13.27763 0.000
H 13.55497 5.19291 8.14540 0.000
H 12.42579 9.42197 12.97207 0.000
H 10.60003 3.29711 9.61909 0.000
H 13.80222 5.67591 9.85626 0.000
H 8.48458 4.91030 9.35154 0.000
H 12.39463 9.10365 4.31984 0.000
H 13.34788 10.41052 3.63330 0.000
H 9.56016 6.15464 9.15298 0.000
H 14.90562 4.43746 9.13869 0.000
H 11.38017 8.24312 12.17529 0.000
H 15.02033 9.71971 10.47130 0.000
H 11.86526 10.75372 4.63942 0.000
H 8.41980 7.70245 6.88710 0.000
H 16.54617 8.00572 5.21840 0.000
H 14.45667 7.12299 6.16687 0.000
H 7.34061 8.58636 11.26573 0.000
H 14.19233 10.32565 11.93476 0.000